Entry from the OMol25 dataset: a 9-piece molecular cluster, C69H152F3N8O3S overall in a non-equilibrium geometry (ωB97M-V/def2-TZVPD).

XYZ file:
```
236
Properties=species:S:1:pos:R:3:lowdin_charge:R:1
S 0.21316 -0.39125 -1.20767 0.513
F -1.18401 -1.00137 1.04090 0.115
F -2.21536 0.43507 -0.21708 0.093
F -2.12378 -1.62620 -0.82151 0.107
O 0.22734 1.07604 -1.37656 -0.340
O 1.22558 -0.98365 -0.33501 -0.343
O 0.04435 -1.17200 -2.41825 -0.322
N 3.86483 4.15968 -1.23835 -0.228
N -1.10917 -6.84704 3.25404 -0.241
N -1.68075 2.81557 -4.32449 -0.247
N 0.63423 7.53329 4.67715 -0.255
N 5.17307 -3.85411 -2.74106 -0.247
N -7.23710 3.68601 1.11231 -0.252
N 2.58991 -1.29081 3.23379 -0.232
N -2.14348 -4.69332 -3.78627 -0.260
C 2.06246 9.16792 3.66387 -0.162
C -5.47596 1.75577 0.94498 -0.224
C 7.13492 -5.30546 -1.96226 -0.227
C 0.60688 4.00930 -4.70272 -0.234
C 1.43523 -0.28995 3.35501 -0.130
C -6.91003 2.26125 0.68605 -0.118
C 2.83793 -2.91112 -2.61259 -0.131
C -3.41096 -5.76612 3.14916 -0.145
C 1.97563 -2.61670 2.86007 0.012
C 0.98486 -8.24272 3.27258 -0.217
C -8.39435 6.19055 0.31140 -0.177
C 4.79094 -1.69959 1.98514 -0.155
C -6.42529 4.67680 0.25787 -0.099
C 3.08375 5.17004 -0.37498 -0.113
C 3.35195 -1.39253 4.53307 -0.081
C 3.75383 -3.94175 -3.30983 -0.080
C -2.33832 -5.82643 -4.80699 -0.075
C 4.46855 -2.43022 4.38554 -0.157
C -0.48532 -8.17484 2.84732 -0.116
C 5.83233 -5.21799 -2.73729 -0.122
C -3.36041 1.14575 -4.74356 -0.129
C 3.68309 -2.41945 -1.43728 -0.174
C -8.75184 3.86371 1.10194 -0.101
C -1.38478 -5.73439 -6.00762 -0.136
C -6.75227 3.90285 2.53671 0.034
C 3.82138 6.51130 -0.31497 -0.215
C -4.43350 -5.18071 -2.70696 -0.236
C -1.37606 -4.38894 2.56115 -0.168
C 3.51964 -0.84708 2.12517 -0.107
C -2.99942 2.57045 -5.03573 -0.092
C 0.01514 8.94583 4.86769 -0.047
C -1.90385 2.99971 -2.83836 0.027
C 1.18686 5.35732 -5.14030 -0.077
C 5.97557 -2.81292 -3.47084 0.045
C -5.13350 -6.01404 -1.66239 -0.073
C 1.65324 -9.50772 2.69870 -0.077
C 4.97918 3.53987 -0.35554 -0.084
C -2.83219 -4.67397 2.24345 -0.197
C -9.19210 5.30741 1.26837 -0.146
C -2.91786 -5.02023 -2.52781 -0.130
C -0.49482 -5.63852 2.54304 -0.099
C -1.02594 -6.68477 4.74359 0.027
C -0.41061 4.84643 2.09128 -0.094
C -0.95344 1.49981 -4.51743 -0.110
C 3.01418 2.92368 -1.61392 -0.082
C 2.11600 7.84503 4.40493 -0.085
C 0.47331 5.46704 3.17935 -0.229
C 4.90778 -3.30911 -1.34991 -0.122
C -0.06314 6.83237 3.53820 -0.132
C 4.49896 4.84642 -2.42231 0.040
C -0.71441 0.51332 4.30068 -0.076
C -6.88984 6.11661 0.45631 -0.162
C -0.68041 -4.49024 -3.41002 -0.094
C 0.53958 6.72752 5.95560 0.038
C -1.41878 -0.65901 -0.22604 -0.615
C 1.10445 9.94151 4.50221 -0.142
C 0.28957 -0.65050 4.23696 -0.224
C -2.74946 -3.46430 -4.41995 0.031
C 3.41620 7.54115 0.74446 -0.075
C 5.46611 -2.00037 3.33015 -0.162
C 0.04441 -5.36036 -5.65941 -0.164
C -5.24092 0.33750 0.40181 -0.092
C 5.18218 2.14278 -0.82282 -0.139
C -2.58678 -7.00364 2.88983 -0.102
C 3.80243 1.66109 -1.29218 -0.142
C 0.22683 -4.24307 -4.62307 -0.149
C -0.89406 3.99898 -4.93210 -0.091
C -1.99664 0.38689 -4.54449 -0.109
C 7.91307 -6.59770 -2.28096 -0.062
H -5.24210 0.37139 -0.68754 0.077
H -0.28483 -1.54764 4.00353 0.100
H -4.88620 -4.19211 -2.82468 0.117
H 4.06105 -3.42528 4.19269 0.113
H 1.23507 -4.36212 -4.22951 0.082
H 0.76369 6.15051 -4.51969 0.087
H 3.58407 7.02290 -1.24906 0.122
H -8.72057 5.96449 -0.70809 0.131
H 5.07412 5.72885 -2.16282 0.105
H 5.72916 -2.83427 -0.81407 0.134
H 4.95665 -2.59781 5.34697 0.142
H -0.53010 6.66324 6.14556 0.120
H -9.12503 5.60448 2.31881 0.125
H -1.10213 6.74780 3.85697 0.142
H -1.84834 -0.26656 -5.40149 0.119
H -1.19654 4.05438 -5.97497 0.147
H 0.53526 4.79620 4.03892 0.106
H -0.18202 5.28360 1.11126 0.069
H -2.15743 -3.20148 -5.29124 0.104
H -4.79942 -7.03197 -1.47579 0.089
H 3.55297 7.23742 1.78569 0.061
H -2.23105 2.11475 -2.30014 0.097
H 4.69027 3.67512 0.68332 0.137
H -0.42626 -5.37921 -2.83442 0.140
H -2.09038 -0.20891 -3.64270 0.081
H 3.70066 5.08969 -3.11931 0.104
H -7.21139 3.18122 3.20508 0.126
H -1.26221 -3.94546 3.55423 0.113
H 2.57021 7.02460 3.85727 0.108
H -8.78832 7.19931 0.45097 0.134
H -6.41518 6.82933 -0.22010 0.130
H 5.20057 4.11949 -2.82912 0.122
H -5.31930 1.71045 2.02323 0.109
H 1.59646 -7.41674 2.90752 0.098
H 7.32532 -7.50385 -2.13357 0.088
H -0.89491 8.99730 4.27793 0.137
H 1.09267 -8.28533 4.35288 0.113
H 6.85104 -5.43828 -0.91176 0.110
H 1.11113 5.80877 5.90672 0.105
H 1.14352 -0.04606 2.32891 0.126
H 5.84568 2.06404 -1.68391 0.127
H -3.41501 -3.74946 2.28263 0.120
H -10.26122 5.42498 1.09247 0.141
H 5.12339 -5.99362 -2.45493 0.140
H 2.81591 2.99748 -2.68304 0.120
H 6.95559 -2.77617 -3.00441 0.106
H 0.43261 -6.27158 -5.18930 0.126
H 0.00648 7.49235 2.67372 0.139
H -0.94614 3.20969 -2.35789 0.085
H 5.60757 1.48619 -0.06485 0.121
H -2.65910 -4.24548 -1.80499 0.121
H 3.95253 -1.36910 -1.33263 0.101
H -4.01860 0.85264 -5.56341 0.131
H 1.56098 10.47012 5.33840 0.142
H 3.74941 0.21501 2.21079 0.140
H 3.23172 1.04023 -0.60141 0.093
H -6.57010 6.51106 1.42625 0.119
H -3.05671 -7.88535 3.32723 0.153
H -4.44430 -5.92907 2.83855 0.136
H -3.75224 -3.69387 -4.77269 0.112
H -1.48692 4.95198 2.22479 0.079
H 0.96420 7.38361 6.71282 0.117
H 1.32960 -2.99061 3.64787 0.102
H 2.01026 -3.52243 -2.25076 0.103
H 3.48803 -4.98018 -3.13302 0.126
H 3.77453 -0.43487 4.83777 0.152
H 6.04112 -3.07264 -4.52580 0.123
H -5.38022 4.55084 0.53122 0.113
H 4.01831 8.44329 0.65047 0.100
H 4.71130 -4.16982 -0.70379 0.136
H 5.85383 4.15275 -0.57344 0.141
H 8.68723 -6.64692 -1.51615 0.091
H 4.88546 6.28360 -0.25482 0.115
H -9.13577 3.15245 1.83720 0.140
H -6.01274 -0.34445 0.76670 0.089
H -0.20129 9.02795 5.93135 0.137
H 3.03299 9.65925 3.61506 0.145
H -7.04040 4.92187 2.77593 0.099
H 2.86630 4.71871 0.59467 0.119
H 6.14862 -2.84349 3.21874 0.130
H -1.30516 4.83264 -4.36162 0.137
H -7.05014 2.21855 -0.39484 0.137
H -4.94104 -5.48366 -0.71630 0.066
H -1.02409 -3.67786 1.81086 0.103
H 7.75583 -4.41291 -2.00448 0.111
H 5.54461 -1.81369 -3.42934 0.112
H -0.15640 1.41852 4.56471 0.076
H -0.32997 -5.92769 1.50068 0.137
H 0.65038 -5.17549 -6.54360 0.130
H 1.48895 5.47440 2.77927 0.092
H -1.79559 -5.00562 -6.70853 0.123
H 2.05230 2.97907 -1.10874 0.109
H -7.67032 1.67431 1.19818 0.141
H -6.21332 -5.93691 -1.76523 0.097
H 2.10572 5.19300 -0.86303 0.126
H 0.51857 -5.46375 2.89685 0.111
H -0.54860 -8.29429 1.76624 0.137
H 3.15512 -2.62438 -0.50317 0.087
H 1.46514 -2.56499 1.89745 0.103
H 2.62276 -1.65715 5.29752 0.133
H -2.84861 -2.65218 -3.70290 0.103
H -4.77617 2.39662 0.40370 0.100
H -2.53534 -7.25547 1.82771 0.137
H -6.58374 4.35549 -0.77135 0.138
H 3.92619 1.11232 -2.22539 0.116
H -3.98641 0.98805 -3.86413 0.109
H 0.13419 -3.22431 -4.99658 0.119
H 6.01470 -5.34363 -3.80985 0.149
H -5.66915 3.85168 2.49071 0.094
H -3.49925 -5.33794 4.14750 0.125
H -2.50233 -5.96549 -2.17044 0.132
H -1.41213 -6.72316 -6.46199 0.140
H 5.49636 -1.26477 1.27616 0.118
H 1.11856 3.15165 -5.13501 0.112
H -2.87396 2.75188 -6.10142 0.147
H -9.14713 3.40665 0.19035 0.146
H -0.73433 -3.59821 -2.78415 0.106
H 3.71207 -3.75007 -4.38213 0.141
H 4.53499 -2.66731 1.54219 0.096
H -1.08179 -8.95989 3.30799 0.150
H 2.73603 -3.36889 2.66028 0.095
H 2.96935 -0.99697 1.19213 0.085
H -3.63284 3.35730 -4.62452 0.143
H -1.34237 0.40141 5.18691 0.090
H 2.66383 -9.29798 2.34884 0.079
H 2.37466 -2.07530 -3.12870 0.109
H 1.66520 8.93034 2.67394 0.101
H -3.37564 -5.74093 -5.10832 0.120
H 1.21612 -10.05384 1.85881 0.085
H 1.70997 -10.26582 3.48021 0.091
H 0.62341 -0.78694 5.26823 0.122
H -1.25678 -7.62853 5.22838 0.132
H -4.68325 -5.58056 -3.69499 0.109
H -3.03637 -4.99300 1.21552 0.104
H 0.69251 4.01501 -3.60917 0.088
H 0.89693 5.69628 -6.13941 0.097
H -1.38290 0.68724 3.46029 0.070
H -2.25686 -6.72833 -4.19896 0.146
H -0.13516 3.80688 1.89344 0.067
H -0.18192 1.47141 -3.74483 0.101
H -2.48757 3.91413 -2.75148 0.111
H 0.70196 10.76386 3.90452 0.139
H 6.03674 -1.14027 3.68407 0.131
H 2.27375 5.39393 -5.17308 0.073
H 2.36784 7.82709 0.62971 0.077
H -1.60980 -5.86695 5.16386 0.106
H -0.28485 1.56822 -5.37756 0.136
H -0.02794 -6.34832 5.02790 0.109
H 2.56652 8.02656 5.37974 0.146
H 1.97875 0.60840 3.66124 0.138
H 8.34299 -6.60014 -3.27958 0.091
H -4.33686 -0.13585 0.77399 0.052
```

HOMO-LUMO gap   10.42 eV
Total charge   +7
DFT total energy   -110997.712 eV
E_HOMO   -22.43 eV
2S+1   1